[1]
Density functional theory data (ωB97M-V/def2-TZVPD) for 4 unconnected molecules or ions with the total composition C10H23NO13S3.

```
50
Properties=species:S:1:pos:R:3:mulliken_charge:R:1
O -0.43137 0.69200 0.72739 -0.4782
S -1.66736 0.82159 1.41895 1.1511
O -1.64615 1.02348 2.82664 -0.6276
O -2.58264 -0.41204 1.02547 -0.3164
C -3.85067 0.04008 0.51058 -0.0873
C -3.50576 1.35342 -0.16038 -0.2184
O -2.57292 1.94774 0.77325 -0.3444
H -4.54445 0.16635 1.34238 0.2991
H -4.22883 -0.70454 -0.18040 0.0271
H -4.34739 2.03118 -0.25859 0.3437
H -3.01761 1.20981 -1.12244 0.2735
O -3.05240 -1.55945 -2.79981 -0.5569
S -4.39084 -1.17164 -3.06374 1.1762
O -4.84135 0.11094 -2.64049 -0.5425
O -5.35420 -2.30849 -2.50685 -0.3154
C -6.23987 -2.78604 -3.53955 -0.2874
C -5.42439 -2.60697 -4.80828 -0.3583
O -4.76489 -1.34257 -4.59292 -0.2903
H -7.14461 -2.17875 -3.54378 0.2770
H -6.47125 -3.82195 -3.31057 0.2922
H -6.02671 -2.50205 -5.70528 0.2986
H -4.67586 -3.38891 -4.93342 0.2964
O 3.80907 4.25509 3.35990 -0.5645
S 3.52765 2.87546 3.54077 1.1165
O 4.57918 1.96572 3.82865 -0.5601
O 2.67446 2.37915 2.29289 -0.3207
C 1.42887 1.78551 2.71512 -0.1484
C 1.10052 2.53965 3.98888 -0.2486
O 2.38542 2.66822 4.63017 -0.3451
H 1.58062 0.72303 2.90291 0.2712
H 0.71163 1.92651 1.91427 0.1894
H 0.45724 1.98792 4.66723 0.2537
H 0.69117 3.52988 3.78850 0.3439
C 1.59698 -1.72655 -0.38776 -1.0474
C 2.47522 -0.55867 0.03162 0.2203
O 3.81473 -0.75770 -0.38925 -0.3796
C 4.63004 0.30594 0.07154 0.0746
C 6.12346 0.00437 -0.20248 -0.6735
N 6.42521 -1.32214 -0.73401 -0.7009
H 0.66740 -1.37332 -0.83325 0.1589
H 1.33379 -2.35126 0.46723 0.2535
H 2.10192 -2.35996 -1.11876 0.3736
H 2.49158 -0.45505 1.12398 -0.0779
H 2.09757 0.39251 -0.36504 0.2664
H 4.43364 0.45724 1.14100 0.0285
H 4.32396 1.23256 -0.43445 0.2952
H 6.51439 0.75855 -0.88957 0.2918
H 6.68046 0.12617 0.72795 0.3437
H 5.65934 -1.63099 -1.32093 0.3030
H 6.46597 -1.99103 0.02474 0.2704
```

## Properties
- gap between HOMO and LUMO (eV) = 8.769
- SMILES = O=S1(=O)OCCO1.O=S1(=O)OCCO1.O=S1(=O)OCCO1.CCOCCN
- charge = 0

---

[2]
Density functional theory data (ωB97M-V/def2-TZVPD) for a molecular structure, C14H25N5S4Y in a non-equilibrium geometry.

```
49
Properties=species:S:1:pos:R:3:mulliken_charge:R:1
Y 0.09491 0.10203 0.03485 0.9890
S 2.40801 0.88004 0.47890 -0.0375
S -2.01594 1.09980 -0.71087 0.1484
C 2.66629 2.67742 0.27853 -0.7363
C 2.96870 0.25318 -1.15620 -0.7600
C 2.03674 0.60245 -2.29499 -0.6335
N 0.67569 0.05735 -2.09506 -0.1234
C -0.34070 0.72424 -2.93826 -0.6643
C -1.74731 0.50011 -2.42983 -0.8296
H 3.05906 -0.82393 -1.02792 0.3745
H 3.96707 0.63901 -1.35208 0.5444
H 2.46836 0.25431 -3.23710 0.4255
H 1.94651 1.68297 -2.37425 0.3617
H -0.27382 0.39231 -3.97771 0.4237
H -0.11821 1.78819 -2.93665 0.3628
H -2.00051 -0.55803 -2.39966 0.4370
H -2.46874 0.98672 -3.08323 0.5617
C -1.94426 2.91125 -0.95045 -0.9584
H 0.69329 -0.92694 -2.34441 0.4332
H -0.98455 3.22981 -1.34269 0.2846
H -2.09217 3.35476 0.02859 0.3754
H -2.74860 3.22549 -1.60854 0.4657
H 2.36058 3.13611 1.21307 0.1484
H 2.06730 3.08572 -0.52830 0.2437
H 3.71960 2.88094 0.11112 0.4599
C 0.32377 -5.40278 -1.35726 -0.6289
C -0.00413 -5.38649 -0.07496 -0.2834
H 1.35529 -5.44813 -1.68273 0.2923
H -0.42469 -5.37164 -2.13883 0.2832
H 0.74433 -5.41753 0.70660 0.1475
H -1.03565 -5.34114 0.25051 0.2506
N 0.17865 3.82645 2.08255 -0.4656
C -0.74067 2.77484 2.17863 -0.0150
N -0.68795 1.56537 1.53241 0.1145
C -1.61208 0.68904 2.16204 0.5335
C -2.43193 1.26441 3.12953 -0.7062
S -1.98015 2.85279 3.31351 -0.0547
C -1.60118 -0.90802 1.92438 0.0233
C -2.28166 -1.77902 2.77596 -0.6921
S -1.53589 -3.28939 2.65840 -0.0630
C -0.40998 -2.77540 1.51446 0.7165
N -0.69232 -1.56213 1.08134 -0.1990
N 0.89416 -3.27605 1.41048 -0.3212
H -0.10983 4.74996 2.43402 0.3007
H 1.04859 3.59578 2.57417 0.3868
H -3.18512 0.76791 3.72446 0.3825
H -3.00794 -1.51324 3.53105 0.3652
H 1.21825 -3.96355 2.10685 0.3311
H 1.58082 -2.80738 0.80556 0.0044
```

## Properties
- gap between HOMO and LUMO (eV) = 7.570
- charge = +3

---

[3]
Density functional theory data (ωB97M-V/def2-TZVPD) for a molecular structure, C22H33Cl3IrO2 in a non-equilibrium geometry.

```
61
Properties=species:S:1:pos:R:3:mulliken_charge:R:1
C -2.16948 1.75748 -2.12902 0.1589
C -0.95835 2.34263 -2.71010 0.9057
C -0.51506 3.39031 -1.81580 0.2909
C -0.44577 2.03974 -4.06433 -1.3536
C -1.32032 3.36259 -0.64834 0.7098
C -2.33706 2.37024 -0.82023 0.7029
C -3.43450 2.08243 0.13983 -1.6922
C -3.07089 0.78209 -2.77929 -1.4944
C 0.65598 4.26661 -2.05545 -1.4023
C -1.12145 4.14189 0.60303 -1.8159
Ir -0.56001 0.93986 -1.11610 1.5286
Cl 2.90364 0.24880 -3.75631 -0.8878
Cl 0.16792 -0.98340 -2.08441 -0.3984
Cl 1.42589 1.51821 -0.20257 -0.4119
H -0.93964 1.14677 -4.45178 0.2474
H 0.63564 1.84306 -4.04333 0.2136
H -0.65255 2.88040 -4.73765 0.2918
H 1.41928 3.74943 -2.64683 0.3382
H 1.09914 4.60245 -1.11114 0.3216
H 0.36844 5.17052 -2.61050 0.3343
H -0.06017 4.18971 0.88208 0.3598
H -1.69286 3.69812 1.42785 0.3297
H -1.47557 5.17927 0.50856 0.2965
H -3.10158 2.23719 1.17231 0.3727
H -3.81748 1.06482 0.01442 0.2697
H -4.26124 2.78107 -0.03787 0.2771
H -2.49918 0.07987 -3.38832 0.3392
H -3.77843 1.30654 -3.42605 0.3159
H -3.63778 0.22744 -2.02816 0.2697
O -1.76940 -0.21595 -0.07264 -0.6652
H -1.19101 -0.40090 0.72345 -0.0104
C -1.71878 -1.25559 3.15229 -1.4647
C -1.38443 -2.64200 2.59693 0.5506
C -2.25251 -2.88180 1.35197 -1.1123
C 0.12590 -2.86990 2.34453 0.5318
C 0.75316 -3.98046 2.87539 -0.6620
C 2.13257 -4.20085 2.69338 -1.1885
C 2.85644 -3.34313 1.86716 -0.3085
C 2.27787 -2.26747 1.23633 0.4901
C 3.17576 -1.40388 0.33553 1.2810
C 4.20118 -0.61159 1.15431 -1.3537
C 3.98145 -2.21972 -0.67667 -1.5463
C 0.89836 -1.92484 1.54494 0.2929
O 0.41136 -0.82107 1.18677 -0.7624
H -1.37905 -0.51722 2.42526 0.2978
H -1.18435 -1.06446 4.08873 0.3529
H -2.79328 -1.13332 3.34235 0.4162
H -1.68030 -3.39162 3.34385 0.4149
H -2.03323 -2.12839 0.59211 0.0615
H -2.07643 -3.87694 0.92260 0.3348
H -3.32447 -2.83118 1.60342 0.4010
H 0.13130 -4.69048 3.41058 0.2873
H 2.63324 -5.04382 3.16058 0.2998
H 3.92401 -3.48877 1.67707 0.1903
H 2.53934 -0.71588 -0.22159 -0.6068
H 4.79451 -1.32046 1.74345 0.3292
H 4.86679 -0.07026 0.46822 0.4095
H 3.71369 0.10227 1.82734 0.2861
H 3.32319 -2.75316 -1.36890 0.2888
H 4.59577 -1.51545 -1.25565 0.4317
H 4.62480 -2.93786 -0.15761 0.3153
```

## Properties
- gap between HOMO and LUMO (alpha / beta) (eV) = 5.014 / 4.348
- spin multiplicity = 6
- relative energy (zero: lowest compared OMol25 entry of this formula, charge and spin) (kcal/mol) = 0.0
- charge = -2

---

[4]
Density functional theory data (ωB97M-V/def2-TZVPD) for a molecular structure, C11H18N4O in a non-equilibrium geometry.

```
34
Properties=species:S:1:pos:R:3:mulliken_charge:R:1
C -2.38757 -0.34319 3.25361 -1.2220
C -0.93468 0.12398 3.55048 0.8493
O 0.01936 -0.42913 2.97919 -0.6048
C -0.78401 1.28566 4.59767 -1.1298
H -2.50216 -1.38799 2.96488 0.3351
H -2.78825 0.25987 2.43882 0.3251
H -2.96523 -0.23413 4.17149 0.4022
H -1.73491 1.81093 4.68703 0.3748
H -0.11726 2.04239 4.18426 0.3304
H -0.36345 0.91056 5.53068 0.2975
C 1.05519 -4.61780 0.16960 -0.8271
C 1.64262 -3.39139 0.73468 0.5070
N 2.13051 -2.39050 1.15000 -0.4836
H 1.93768 -4.94432 -0.38059 0.3114
H 0.38007 -4.44134 -0.66776 0.3024
H 0.62353 -5.36309 0.83767 0.2883
C -0.48099 0.62123 -3.81960 -0.4239
C -1.32482 1.58335 -4.57764 0.3275
N -2.01911 2.32369 -5.17328 -0.4612
H 0.50182 0.68378 -4.28678 0.1935
H -0.91092 -0.36782 -3.97785 0.3846
H -0.36269 0.78597 -2.74863 -0.1214
C 1.58303 2.71696 -2.42395 -0.5162
C 2.23041 3.21273 -3.61473 0.2616
N 2.74551 3.68006 -4.54902 -0.4564
H 0.66825 3.29343 -2.28628 0.2696
H 2.28588 2.97558 -1.63198 0.3843
H 1.44291 1.63780 -2.48620 0.2007
C 0.01143 -0.60265 0.66492 -0.4247
C 0.20164 0.15191 -0.59638 0.4945
N 0.33095 0.77076 -1.58026 -0.4570
H -1.04303 -0.51999 0.92833 0.1130
H 0.66202 -0.18422 1.43287 0.4650
H 0.26635 -1.65313 0.52487 -0.2899
```

## Properties
- gap between HOMO and LUMO (eV) = 10.013
- relative energy (zero: lowest compared OMol25 entry of this formula, charge and spin) (kcal/mol) = 84.8
- charge = 0

---

[5]
Density functional theory data (ωB97M-V/def2-TZVPD) for 13 unconnected molecules or ions with the total composition C17H58F3NO14PS in a non-equilibrium geometry.

```
95
Properties=species:S:1:pos:R:3:mulliken_charge:R:1
C -3.78894 -0.44930 -0.67459 -0.8635
C -2.54024 -0.98157 -1.22477 0.4814
C -2.50360 -2.36183 -1.69641 -1.2507
N -1.48856 -0.17501 -1.32982 -0.1410
P -0.48927 -0.01292 -0.15154 0.1643
C 0.88039 1.12410 -0.75628 0.9024
F 1.47032 0.61167 -1.82813 -0.1814
F 1.75340 1.36285 0.21588 -0.2079
F 0.28540 2.28300 -1.11497 -0.2766
S 0.28635 -1.92570 0.55579 1.2163
C 1.66134 -1.69016 1.62904 -1.1401
O -0.82387 -2.41778 1.31950 -0.5797
O 0.64274 -2.72442 -0.57035 -0.5634
H -4.28740 0.16807 -1.41631 0.3422
H -3.62313 0.14136 0.21974 0.0782
H -4.44460 -1.26052 -0.38457 0.4439
H -2.29810 -3.04613 -0.87804 0.3602
H -1.81273 -2.47759 -2.51712 0.3117
H -3.48890 -2.58788 -2.09444 0.5100
H -1.01179 0.62230 0.99405 0.1631
H 1.92015 -2.68204 1.98206 0.4470
H 2.51071 -1.28507 1.09045 0.3200
H 1.43002 -1.08142 2.49439 0.4356
C -4.79536 3.20253 1.42329 -0.4393
O -4.99234 1.81614 1.10769 -0.4201
H -4.03032 3.60453 0.76356 0.2971
H -5.72534 3.75233 1.27545 0.0671
H -4.46786 3.30686 2.45865 0.2060
H -5.67786 1.48994 1.70052 0.2769
C -3.67998 1.32320 4.55773 -0.4718
O -3.85487 0.12004 3.80744 -0.5173
H -3.30456 1.05813 5.54142 0.2734
H -2.95600 1.97563 4.06000 0.2256
H -4.63481 1.84322 4.66749 0.1989
H -4.18821 0.37365 2.94314 0.2827
C 5.31172 -1.78779 2.16288 -0.5338
O 4.49459 -1.32556 3.24706 -0.5451
H 5.11120 -2.84386 2.00814 0.2661
H 5.07724 -1.23894 1.24408 0.2975
H 6.36425 -1.65979 2.39782 0.1969
H 4.68939 -0.39424 3.37456 0.2999
C 7.33480 -4.17719 0.05046 -0.5673
O 7.69973 -3.15528 0.97509 -0.4515
H 6.24778 -4.23121 0.02175 0.2304
H 7.71151 -3.94157 -0.94766 0.1831
H 7.73163 -5.14405 0.36596 0.3055
H 8.66469 -3.12241 0.98561 0.3417
C -8.62687 3.80709 -0.18591 -0.8192
O -8.46324 3.62631 1.22569 -0.4375
H -7.67828 4.15149 -0.59184 0.2586
H -8.90191 2.86775 -0.66450 0.3557
H -9.39570 4.55387 -0.38913 0.3399
H -9.30586 3.31955 1.57113 0.2691
C 2.42489 3.79803 -3.67803 -0.5259
O 2.63808 3.69999 -2.27091 -0.4756
H 3.34897 4.14757 -4.12825 0.2405
H 2.17062 2.82293 -4.10381 0.2333
H 1.62958 4.51270 -3.90244 0.2627
H 1.82371 3.39138 -1.87174 0.2837
C 8.46937 -2.01356 4.83350 -0.4850
O 8.38217 -3.28447 4.20218 -0.4900
H 8.91916 -2.15696 5.81209 0.2629
H 9.09656 -1.32966 4.25302 0.2304
H 7.47539 -1.57263 4.96208 0.1991
H 7.98459 -3.15156 3.33584 0.3135
C -9.09496 4.29663 -3.74618 -0.5344
O -10.02133 3.43297 -3.09134 -0.4906
H -8.89027 5.13038 -3.07950 0.1979
H -8.15816 3.77417 -3.96047 0.2537
H -9.51407 4.68361 -4.67746 0.3042
H -10.20089 2.70040 -3.68472 0.2881
C -3.76334 -2.72708 -5.71669 -0.5772
O -3.21423 -3.54114 -4.67783 -0.4876
H -4.83208 -2.64319 -5.54098 0.2300
H -3.31997 -1.72741 -5.70566 0.2571
H -3.59970 -3.18389 -6.69398 0.2941
H -2.27175 -3.61766 -4.84492 0.2905
C -8.90077 4.17729 5.01468 -0.5650
O -8.00368 3.57603 4.08381 -0.4247
H -8.85075 3.61090 5.94058 0.2165
H -8.61660 5.21287 5.21697 0.2646
H -9.92758 4.15180 4.63955 0.2419
H -8.05067 4.07906 3.26363 0.2985
C 11.33789 -3.59084 -1.23133 -0.5857
O 10.54436 -3.11501 -0.13987 -0.4386
H 11.12016 -4.64524 -1.37092 0.2268
H 11.08659 -3.04851 -2.14391 0.2278
H 12.39979 -3.46917 -1.00870 0.2863
H 10.74444 -2.18362 -0.02245 0.2555
C 7.31962 -2.20296 -3.41436 -0.5870
O 8.65772 -2.19893 -2.92736 -0.4359
H 7.22800 -3.02137 -4.12305 0.2270
H 6.60847 -2.35830 -2.59729 0.2033
H 7.08699 -1.26422 -3.92386 0.2900
H 8.73483 -1.47571 -2.30113 0.2817
```

## Properties
- gap between HOMO and LUMO (eV) = 7.104
- charge = +1

---

| no. | E_tot (eV) |
| --- | --- |
| 1 | -71352.9652 |
| 2 | -66731.1813 |
| 3 | -67848.5985 |
| 4 | -19701.7221 |
| 5 | -76987.2369 |